(1)
26
Properties=species:S:1:pos:R:3:lowdin_charge:R:1 method="wB97M-V/def2-TZVPD" e_lumo_ev=2.996 homo_lumo_gap_ha=0.251 energy_ha=-614.6184 charge=-1 homo_ev=-3.8 e_above_lowest_kcal_mol=26.9
O 2.71 1.36 2.72 -0.11
O 2.81 3.10 1.29 -0.10
O -1.45 -2.41 2.02 0.02
C 2.21 2.20 1.94 -0.75
C -0.30 -1.50 -1.83 -0.30
C 0.19 -1.15 -3.19 -0.07
C 0.65 2.15 1.76 -0.20
C -0.48 -3.13 0.00 -0.01
C -1.04 -2.09 0.74 -0.30
C -0.89 -0.52 -1.04 -0.04
C -0.12 -2.77 -1.29 -0.06
C 0.11 3.34 0.97 -0.15
C -1.37 -0.84 0.22 -0.03
H 0.45 4.28 1.41 0.06
H 0.34 -3.50 -1.96 0.11
H -0.60 -1.19 -3.96 0.08
H 0.64 3.35 0.01 0.06
H -0.24 -4.07 0.47 0.11
H -0.97 0.49 -1.42 0.12
H 0.66 -0.17 -3.28 0.08
H -2.06 -0.17 0.74 0.12
H 0.24 2.12 2.77 0.09
H 0.41 1.19 1.29 0.07
H 0.98 -1.84 -3.53 0.07
H -1.91 -1.63 2.38 0.10
H -0.96 3.40 0.79 0.04


(2)
26
Properties=species:S:1:pos:R:3:lowdin_charge:R:1 method="wB97M-V/def2-TZVPD" e_lumo_ev="0.609 / -3.643" homo_lumo_gap_ha="0.325 / 0.168" s_squared=0.7548 energy_ha=-614.4771 multiplicity=2 charge=0 homo_ev="-8.2 / -8.2" e_above_lowest_kcal_mol=38.7
O 1.38 -2.84 1.09 0.28
O -0.04 -0.37 -1.93 0.03
O 0.27 -2.89 -0.78 0.06
C 0.61 4.47 0.89 -0.05
C -0.01 0.77 -1.17 -0.33
C 0.81 0.80 -0.03 -0.02
C -1.96 -3.54 1.35 -0.09
C 0.29 -2.81 0.45 -0.58
C -0.76 1.86 -1.55 0.00
C -0.55 3.06 -0.84 -0.07
C -1.00 -2.39 1.27 -0.12
C 1.05 2.02 0.60 -0.03
C 0.39 3.16 0.10 -0.30
H 0.11 5.25 0.31 0.07
H -1.08 3.86 -1.35 0.12
H 1.69 4.62 0.98 0.07
H 1.52 1.94 1.57 0.11
H -1.50 1.71 -2.33 0.12
H -2.02 -4.03 0.37 0.09
H -1.73 -4.35 2.05 0.08
H -2.93 -3.11 1.61 0.09
H -1.35 -1.66 0.53 0.13
H 0.12 4.47 1.86 0.07
H 0.30 -1.17 -1.49 0.06
H -0.59 -2.00 2.19 0.12
H 1.27 -0.13 0.28 0.10


(3)
25
Properties=species:S:1:pos:R:3:lowdin_charge:R:1 method="wB97M-V/def2-TZVPD" e_lumo_ev=-0.166 homo_lumo_gap_ha=0.306 energy_ha=-805.3147 charge=0 smiles="C/C=C/c1ccccc1C.O=P" homo_ev=-8.5 e_above_lowest_kcal_mol=45.0
P 2.67 -0.26 -2.49 0.78
O 1.99 1.03 -2.43 -0.55
C 2.18 -0.93 1.11 -0.09
C -2.88 2.22 1.47 -0.12
C 0.05 -0.03 0.38 -0.18
C 0.06 -0.90 -0.70 -0.30
C -1.08 0.82 0.58 -0.09
C 1.10 -1.75 -0.83 -0.20
C -1.49 1.74 1.45 -0.15
C 2.27 -1.74 -0.02 -0.17
C -1.13 -1.09 -1.57 -0.04
C 1.20 0.08 1.21 0.00
H -3.40 2.52 0.62 0.06
H 1.10 -2.32 -1.78 0.10
H 2.81 -2.67 -0.15 0.11
H -1.22 -0.29 -2.21 0.05
H -3.51 1.37 1.73 0.08
H 1.11 0.56 2.17 0.10
H 4.08 -0.08 -1.57 -0.07
H -3.09 2.98 2.24 0.08
H -1.27 -2.04 -2.17 0.11
H -0.79 1.99 2.34 0.14
H -2.00 -1.00 -0.88 0.08
H -1.90 0.58 -0.23 0.13
H 3.15 -0.82 1.73 0.13


(4)
33
Properties=species:S:1:pos:R:3:lowdin_charge:R:1 method="wB97M-V/def2-TZVPD" e_lumo_ev="-11.268 / -10.978" homo_lumo_gap_ha="0.170 / 0.181" energy_ha=-3331.0256 charge=+2 homo_ev="-15.9 / -15.9" e_above_lowest_kcal_mol=26.2
Br 2.65 -0.69 2.52 0.69
N -0.80 0.76 1.44 0.14
N -1.09 1.38 0.25 0.03
N -0.81 -0.55 -1.34 -0.02
N -0.18 -1.57 -0.65 0.04
N 1.88 0.23 -0.26 -0.09
N 1.10 1.06 -1.00 0.02
C -0.76 -2.72 -1.13 -0.06
C 1.88 1.96 -1.60 0.01
C 3.20 1.73 -1.20 0.02
C -1.50 1.46 2.36 -0.01
C 3.18 0.62 -0.34 -0.07
C -1.68 -1.03 -2.24 -0.02
C -2.24 2.50 1.77 0.14
C -1.69 -2.42 -2.14 0.00
C 0.25 -2.42 2.05 -0.09
C -1.96 2.40 0.40 0.08
B -0.47 0.92 -1.07 -0.47
Be 1.14 -0.89 0.60 0.20
H -1.47 1.25 3.43 0.15
H 1.16 -2.58 1.44 0.01
H -2.28 -3.09 -2.72 0.12
H -0.84 1.60 -1.98 0.14
H 3.94 0.15 0.27 0.09
H 4.06 2.27 -1.47 0.11
H -2.22 -0.37 -2.89 0.14
H -0.53 -3.72 -0.77 0.13
H -2.30 2.98 -0.44 0.16
H 1.45 2.65 -2.26 0.14
H 0.51 -2.59 3.10 0.06
H -0.17 -1.38 1.98 0.01
H -0.50 -3.13 1.67 0.07
H -2.88 3.23 2.24 0.15


(5)
29
Properties=species:S:1:pos:R:3:lowdin_charge:R:1 method="wB97M-V/def2-TZVPD" e_lumo_ev=0.322 homo_lumo_gap_ha=0.345 energy_ha=-3214.0776 charge=0 smiles=CC(C)[C@@H](Br)B(O)Oc1ccccc1O homo_ev=-9.1
Br 3.88 1.42 0.02 0.63
O -1.65 0.10 -1.72 0.07
O -0.42 1.15 0.55 0.13
O 0.55 2.56 -1.10 0.26
C -2.40 0.69 -0.73 -0.24
C 1.76 -0.70 -1.55 -0.08
C 1.78 -0.69 0.00 -0.45
C -1.80 1.29 0.36 -0.15
C -3.87 1.79 1.38 -0.14
C -4.53 1.34 0.32 -0.10
C -2.52 1.77 1.48 0.02
C -3.82 0.66 -0.71 0.01
C 2.08 0.72 0.50 -0.52
C 2.84 -1.75 0.46 -0.08
B 0.62 1.67 -0.17 -0.63
H -4.25 0.28 -1.66 0.12
H 0.76 -0.96 0.23 0.12
H 2.74 -0.61 -1.98 0.07
H -5.63 1.23 0.34 0.12
H 1.09 0.08 -1.87 0.05
H 2.05 0.90 1.61 0.08
H 3.46 -1.54 1.34 0.08
H -1.96 2.07 2.28 0.11
H -4.41 2.11 2.30 0.13
H -0.30 2.90 -1.36 0.12
H 3.57 -1.79 -0.25 0.02
H -2.17 -0.63 -2.07 0.11
H 1.25 -1.60 -1.82 0.08
H 2.52 -2.75 0.56 0.06


(6)
33
Properties=species:S:1:pos:R:3:lowdin_charge:R:1 method="wB97M-V/def2-TZVPD" e_lumo_ev="0.444 / 0.418" homo_lumo_gap_ha="0.216 / 0.306" s_squared=6.0449 energy_ha=-1887.1551 multiplicity=5 charge=0 homo_ev="-5.4 / -7.9" e_above_lowest_kcal_mol=5.2
Cr -0.37 0.74 1.68 0.68
F -2.25 0.68 1.74 -0.52
N -0.04 1.70 0.03 -0.07
N 0.49 1.14 -1.13 -0.01
N 1.00 -1.01 0.01 0.01
N -0.88 -0.94 -1.61 0.05
N -1.88 -0.79 -0.70 0.11
N 0.37 -0.73 1.24 -0.17
C 2.00 -1.87 0.21 -0.07
C 0.92 2.13 -1.93 -0.07
C 2.02 -2.24 1.55 -0.06
C 0.00 3.05 -0.11 -0.09
C 0.78 1.53 3.09 -0.26
C -2.57 -2.26 -2.18 -0.03
C 0.98 -1.56 2.16 -0.10
C 0.61 3.35 -1.33 -0.06
C -1.30 -1.82 -2.53 -0.03
C -2.93 -1.58 -1.02 -0.01
B 0.54 -0.39 -1.33 -0.48
H -3.16 -2.98 -2.72 0.10
H 1.50 0.82 3.51 -0.03
H 2.73 -2.90 2.02 0.10
H 0.67 -1.53 3.20 0.12
H -0.67 -2.08 -3.36 0.13
H 1.29 2.41 2.68 -0.03
H 1.28 -0.69 -2.23 0.12
H -1.88 -0.16 0.11 0.10
H 0.10 1.85 3.89 -0.02
H -3.82 -1.64 -0.41 0.14
H -0.39 3.71 0.65 0.12
H 2.61 -2.18 -0.62 0.12
H 0.82 4.33 -1.72 0.09
H 1.44 1.90 -2.85 0.12


(7)
39
Properties=species:S:1:pos:R:3:lowdin_charge:R:1 method="wB97M-V/def2-TZVPD" e_lumo_ev="-8.375 / -11.687" homo_lumo_gap_ha="0.270 / 0.189" s_squared=6.0502 energy_ha=-1703.8890 multiplicity=5 charge=+2 homo_ev="-15.7 / -16.8" e_above_lowest_kcal_mol=6.6
Pt -1.58 -0.66 -1.17 1.44
Te -3.09 2.00 -1.53 2.01
F -3.56 3.23 -0.07 -0.39
F -2.78 3.38 -2.77 -0.35
F -4.95 1.88 -2.18 -0.40
F -3.27 0.05 -0.21 -0.52
F -1.27 2.33 -0.83 -0.44
O -2.22 0.73 -2.66 -0.44
N 0.23 -1.05 -1.78 -0.12
N 2.14 -2.38 1.32 0.02
N 1.28 -1.79 -1.25 0.05
N -0.24 -3.06 0.26 0.01
N -1.34 -2.30 -0.12 -0.17
N 2.02 -1.36 2.27 0.18
C -2.08 -4.33 0.40 0.01
C 2.97 -1.55 3.19 -0.03
C 3.71 -2.72 2.89 0.11
C 3.16 -3.20 1.70 0.05
C -0.70 -4.30 0.58 0.01
C -2.46 -3.06 0.01 -0.07
C 1.82 -1.13 -3.32 0.06
C 2.23 -1.88 -2.22 0.07
C 0.61 -0.55 -2.98 -0.03
C 1.44 4.07 1.11 -0.04
B 1.24 -2.69 0.02 -0.42
H -2.74 -5.17 0.50 0.13
H 1.77 -3.72 -0.33 0.12
H 3.10 -2.49 -2.07 0.16
H -3.41 -2.64 -0.27 0.12
H 2.31 -1.05 -4.28 0.14
H 0.71 3.29 0.86 0.00
H -0.04 0.13 -3.51 0.13
H 1.42 4.84 0.33 0.03
H 3.10 -0.88 4.03 0.14
H 2.45 3.63 1.15 0.02
H -0.02 -5.08 0.86 0.14
H 1.22 4.48 2.03 -0.01
H 4.51 -3.15 3.46 0.14
H 3.39 -4.06 1.09 0.15


(8)
45
Properties=species:S:1:pos:R:3:lowdin_charge:R:1 method="wB97M-V/def2-TZVPD" e_lumo_ev=0.363 homo_lumo_gap_ha=0.175 energy_ha=-5707.1191 charge=-1 homo_ev=-4.4
Nb -1.36 0.21 1.48 0.98
Br -3.65 -1.09 -1.47 0.20
Cl 0.93 1.46 4.31 0.07
P -3.37 0.70 -0.07 0.35
P 0.82 -0.04 2.78 0.41
P -2.80 0.41 3.60 0.45
F 0.32 -3.25 2.60 -0.04
F 7.86 0.49 -0.09 0.07
F -1.78 -1.48 -6.37 0.07
O 2.19 0.37 1.76 -0.50
O 4.50 -0.09 0.26 0.05
O -1.10 0.41 -2.43 0.05
O -1.55 -0.90 -4.22 0.11
O 6.26 -0.85 -0.92 0.14
O 4.26 -1.92 -1.06 0.17
O -4.24 -0.56 3.58 -0.29
O -3.22 1.91 3.80 -0.44
O -1.87 -3.42 3.31 -0.02
O -4.79 0.90 0.93 -0.52
O -1.53 1.34 -4.45 0.07
O -1.89 -0.13 4.96 -0.33
C -1.07 -2.92 2.45 -0.43
C -2.19 -0.59 -5.43 -0.33
C -1.71 -2.03 1.29 -0.37
C 6.57 0.46 -0.50 -0.33
C -0.96 2.48 1.48 -0.38
C 5.63 0.68 0.64 -0.06
C -1.70 0.79 -5.74 -0.08
C -0.64 3.76 1.37 -0.09
C 4.94 -1.04 -0.61 -0.52
C -1.36 0.30 -3.59 -0.57
H -3.28 -0.67 -5.30 0.17
H -0.74 0.78 -6.27 0.14
H -2.42 1.36 -6.33 0.14
H -4.68 1.76 1.42 0.03
H 6.43 1.15 -1.34 0.18
H 6.02 0.30 1.59 0.15
H -1.34 -2.38 0.26 0.04
H 5.37 1.73 0.77 0.15
H -0.36 0.10 -0.06 -0.07
H -4.03 -1.46 3.24 0.04
H -2.85 -2.22 1.31 0.04
H -1.88 -1.13 4.86 0.04
H 2.38 -0.41 1.17 0.02
H -0.13 4.73 1.02 0.02


(9)
27
Properties=species:S:1:pos:R:3:lowdin_charge:R:1 method="wB97M-V/def2-TZVPD" e_lumo_ev="-0.184 / -1.976" homo_lumo_gap_ha="0.315 / 0.234" energy_ha=-3379.9330 charge=0 homo_ev="-8.8 / -8.3" e_above_lowest_kcal_mol=71.7
Br -1.05 3.99 0.50 0.28
P -0.14 2.02 1.16 0.45
O 0.34 2.24 2.51 -0.42
C 1.21 1.77 0.02 -0.40
C -3.26 -2.39 0.01 -0.07
C -2.26 -0.45 1.05 0.02
C -0.76 -2.16 0.47 -0.10
C 2.50 1.72 0.60 -0.10
C 2.20 1.19 -2.07 -0.07
C -2.02 -1.44 0.08 -0.54
C 1.09 1.39 -1.28 -0.13
C 3.57 1.31 -0.09 -0.09
C 3.52 1.12 -1.50 -0.03
H 4.50 1.02 0.44 0.12
H -2.95 0.33 1.05 0.05
H -3.49 -2.96 0.93 0.08
H -4.08 -1.70 -0.14 0.05
H 2.62 1.87 1.59 0.07
H 0.14 -1.57 0.36 0.06
H -0.82 -2.60 1.53 0.12
H -1.50 -0.34 1.70 -0.01
H 4.23 0.50 -2.07 0.11
H 0.07 1.10 -1.58 0.12
H 1.98 1.01 -3.08 0.09
H -1.88 -0.97 -0.91 0.14
H -0.56 -2.88 -0.36 0.09
H -3.23 -3.14 -0.93 0.12


(10)
46
Properties=species:S:1:pos:R:3:lowdin_charge:R:1 method="wB97M-V/def2-TZVPD" e_lumo_ev=-0.051 homo_lumo_gap_ha=0.398 energy_ha=-10513.5749 charge=0 smiles=ClC(Cl)Cl.ClC(Cl)Cl.ClC(Cl)Cl.ClC(Cl)Cl.ClC(Cl)Cl.ClC(Cl)Cl.ClCCCl.ClCCCl homo_ev=-10.9 e_above_lowest_kcal_mol=41.0
Cl 24.93 -27.98 27.91 0.52
Cl 20.57 -25.89 16.48 0.53
Cl 28.61 -34.36 19.39 0.50
Cl 15.53 -34.88 19.05 0.55
Cl 25.83 -34.62 20.32 0.51
Cl 17.02 -32.45 25.41 0.52
Cl 19.71 -37.29 24.62 0.48
Cl 27.40 -37.00 19.53 0.44
Cl 22.21 -29.17 20.33 0.52
Cl 20.57 -35.70 22.29 0.53
Cl 26.72 -23.98 17.60 0.55
Cl 19.11 -29.24 21.98 0.58
Cl 17.53 -33.11 18.03 0.48
Cl 18.24 -27.55 15.72 0.49
Cl 16.23 -34.95 16.18 0.50
Cl 25.16 -29.76 25.64 0.46
Cl 22.51 -29.45 27.08 0.50
Cl 22.45 -36.91 24.19 0.49
Cl 16.55 -30.35 27.43 0.47
Cl 14.17 -31.75 26.41 0.43
Cl 21.02 -28.43 15.19 0.45
Cl 27.70 -28.19 17.52 0.49
C 20.38 -30.40 22.08 -0.72
C 27.75 -25.41 17.80 -0.65
C 26.79 -26.61 17.58 -0.65
C 24.03 -28.66 26.56 -1.49
C 16.80 -34.73 17.87 -1.55
C 15.90 -31.20 25.97 -1.43
C 27.06 -35.21 19.20 -1.47
C 20.93 -37.08 23.31 -1.52
C 19.93 -27.52 16.34 -1.48
C 21.32 -30.62 20.89 -0.63
H 26.21 -26.42 16.68 0.06
H 15.83 -30.48 25.15 0.01
H 23.65 -27.87 25.90 0.01
H 20.81 -31.06 20.04 0.07
H 28.39 -25.38 16.91 0.06
H 21.17 -37.94 22.68 0.02
H 20.11 -28.09 17.25 0.01
H 19.79 -31.28 22.31 0.06
H 26.05 -26.66 18.38 0.06
H 22.13 -31.30 21.18 0.06
H 17.58 -35.47 18.03 0.02
H 20.96 -30.18 22.98 0.07
H 28.26 -25.36 18.76 0.07
H 26.77 -35.07 18.16 0.02


(11)
36
Properties=species:S:1:pos:R:3:lowdin_charge:R:1 method="wB97M-V/def2-TZVPD" e_lumo_ev="-4.633 / -6.724" homo_lumo_gap_ha="0.301 / 0.222" s_squared=0.7617 energy_ha=-9462.1657 multiplicity=2 charge=+1 homo_ev="-12.8 / -12.8" e_above_lowest_kcal_mol=3.6
Se -1.00 -1.20 -2.52 0.94
Ge 3.93 0.32 -0.10 0.39
Ge -0.01 -3.96 -4.02 0.76
Sc 0.41 -0.55 -0.28 0.53
Cl 2.17 -0.72 1.38 0.07
Cl 4.31 -1.55 -1.12 -0.01
Cl 1.92 0.82 -1.61 0.04
O -0.51 -2.38 0.23 -0.09
O -4.62 -2.72 2.68 0.23
O -1.22 0.11 0.80 -0.04
O -2.56 -4.36 1.28 0.22
O -3.84 0.14 2.37 0.22
C -0.63 0.04 -3.96 -0.34
C -1.57 -2.19 0.89 -0.23
C -3.65 -2.31 2.13 -0.20
C 1.61 -5.00 -4.25 -0.21
C 0.47 -2.48 -2.77 -0.56
C -2.57 -3.17 1.41 -0.21
C -1.43 -4.94 -3.14 -0.21
C -1.96 -0.84 1.20 -0.22
C -3.24 -0.82 1.97 -0.22
C -0.62 -3.16 -5.69 -0.21
H 2.40 -4.40 -4.70 0.03
H -0.95 -0.42 -4.89 0.02
H -2.30 -4.31 -2.97 0.02
H 0.13 -2.49 -6.11 0.03
H -1.20 0.94 -3.77 0.04
H 0.43 0.26 -3.99 0.01
H 1.42 -5.85 -4.90 0.03
H 1.97 -5.38 -3.29 0.03
H -1.55 -2.61 -5.54 0.02
H 1.36 -1.93 -3.09 0.02
H 0.66 -2.94 -1.79 0.01
H -1.74 -5.79 -3.75 0.03
H -1.09 -5.33 -2.17 0.03
H -0.81 -3.94 -6.41 0.03


(12)
34
Properties=species:S:1:pos:R:3:lowdin_charge:R:1 method="wB97M-V/def2-TZVPD" e_lumo_ev=-5.883 homo_lumo_gap_ha=0.254 energy_ha=-2714.0216 charge=+1 homo_ev=-12.8 e_above_lowest_kcal_mol=92.8
Cl -1.06 3.40 3.06 0.54
Cl 2.20 4.39 3.41 0.56
Cl 3.42 0.07 -0.52 0.57
Cl 0.84 0.29 1.71 0.59
F 3.06 -4.09 -1.17 0.05
F 1.26 -5.72 -1.07 0.03
F 1.16 -3.95 -2.67 0.04
O 0.82 -3.53 -0.24 -0.05
N -1.38 -1.25 -2.36 0.10
N -2.60 -1.25 -2.95 0.01
C 0.88 5.30 2.63 -0.66
C -3.58 -3.37 -1.35 0.08
C 1.57 -4.25 -1.28 -0.24
C -3.63 -2.24 -2.52 0.04
C 2.25 1.39 -0.38 -0.65
C 0.42 -2.18 -0.67 -0.13
C -0.46 5.06 3.31 -0.65
C 1.82 1.63 1.06 -0.65
C -2.07 -3.38 -0.61 0.14
C -1.13 -2.24 -1.30 -0.06
H 0.31 -1.54 0.33 0.06
H 1.15 6.36 2.70 0.08
H 0.85 5.02 1.57 0.06
H 1.39 1.16 -1.01 0.06
H 2.73 2.29 -0.78 0.08
H -4.66 -2.20 -3.13 0.15
H 1.18 -1.65 -1.38 0.13
H -1.79 -4.11 0.26 0.14
H -0.40 5.24 4.39 0.07
H -2.80 -0.57 -3.74 0.19
H -4.44 -4.13 -1.06 0.13
H 1.21 2.54 1.12 0.03
H 2.69 1.77 1.72 0.07
H -1.21 5.73 2.89 0.07